ORCA calculation (wB97M-V/def2-TZVPD) on a 3-piece molecular cluster, C17H35BrO12P2S overall in a non-equilibrium geometry.

Kohn-Sham gap ... 8.199 eV
E_HOMO ... -9.615 eV
Multiplicity ... 1
F_max ... 9.38 eV/Å
M ... 605.4 g mol⁻¹
Net charge ... 0

```
68
Properties=species:S:1:pos:R:3:forces:R:3:mulliken_charge:R:1
C -0.066398 1.330688 2.211353 -5.31 2.19 4.40 -0.3273
C -1.004397 1.921660 2.939460 5.10 -2.36 -3.13 -0.0479
C -1.928301 2.737966 3.971132 1.56 -2.16 0.28 -0.1895
O -1.945239 4.180060 3.768045 -2.09 -1.78 -1.40 -0.3060
S -3.094124 4.630794 2.579568 1.62 -0.02 -2.63 0.5004
O -2.732615 3.978571 1.236147 -1.45 1.15 4.36 -0.3964
O -4.582895 4.049991 3.146400 1.36 -1.51 -1.44 -0.2768
C -5.098856 2.961867 2.327656 -2.20 -0.95 -0.10 -0.0950
C -6.230025 2.210356 3.253395 2.10 1.64 6.15 0.3193
O -6.102586 2.357086 4.524066 -1.25 -1.22 -6.99 -0.4653
Br -7.696732 1.089035 2.488928 1.33 0.98 0.34 -0.1306
H 0.627352 0.547844 1.726544 -1.55 1.97 0.85 0.3823
H -1.489413 2.566081 5.039277 -0.71 0.38 -2.07 0.2972
H -2.960997 2.233703 3.972199 1.38 1.13 -0.08 0.1537
H -5.658042 3.410567 1.424977 1.17 -0.94 1.19 0.4057
H -4.333839 2.146929 2.060655 -1.04 1.45 0.17 0.1877
O -2.348944 -1.022445 -0.041652 -3.84 -0.99 1.98 -0.6875
P -3.439751 -1.370709 -1.064662 6.22 1.57 -6.84 1.0431
O -2.549264 -2.497542 -1.905146 -0.74 -0.69 0.94 -0.3709
C -1.834708 -3.518288 -1.223914 0.37 -0.37 -0.08 -0.1399
C -2.631571 -4.808035 -1.192942 -0.10 -0.11 -0.04 -1.1405
O -3.167295 -0.078612 -2.063940 -1.47 -0.33 0.73 -0.3843
C -2.726829 1.160961 -1.522011 0.41 0.35 0.14 -0.0838
C -1.227950 1.305531 -1.708362 0.18 0.02 -0.14 -1.0775
O -4.721909 -1.736627 -2.146526 -0.77 0.62 3.39 -0.3338
C -5.528020 -2.877859 -1.915868 -0.39 -0.45 -0.17 -0.0226
C -6.068916 -2.944746 -0.502580 -0.10 0.10 0.01 -1.1738
H -1.563217 -3.226655 -0.207916 -0.02 0.20 -0.07 0.2562
H -0.905054 -3.683171 -1.775909 -0.06 0.12 -0.03 0.3209
H -3.524382 -4.695958 -0.572157 0.02 -0.04 0.05 0.2301
H -2.032989 -5.624479 -0.778989 -0.04 0.08 -0.03 0.4148
H -2.959563 -5.088633 -2.197946 0.11 0.01 0.08 0.2637
H -3.011323 1.256609 -0.470146 0.18 -0.05 -0.08 0.0575
H -3.240756 1.960185 -2.063227 -0.06 -0.15 -0.07 0.3648
H -0.684089 0.444706 -1.314333 -0.15 0.06 0.16 0.2159
H -0.859480 2.208340 -1.214728 -0.05 -0.05 -0.02 0.4012
H -0.983693 1.365534 -2.773706 -0.08 0.06 0.08 0.3160
H -4.971453 -3.779809 -2.175254 0.13 -0.02 0.09 0.1241
H -6.368193 -2.821385 -2.614560 0.15 0.19 -0.02 0.3406
H -5.258989 -3.015027 0.231685 0.07 -0.10 0.01 0.3412
H -6.716470 -3.816722 -0.382139 0.08 0.07 0.06 0.3776
H -6.642863 -2.044336 -0.266849 0.00 -0.08 -0.06 0.3339
O 3.613894 0.501432 -0.343728 1.16 -1.98 3.79 -0.6954
P 4.993267 -0.164182 -0.457268 0.45 2.90 -8.88 1.0534
O 5.788842 1.165049 -1.063732 0.16 -0.05 1.38 -0.3676
C 5.642160 2.441951 -0.459122 0.09 0.54 -0.07 -0.1685
C 6.790867 2.726678 0.488911 0.14 -0.01 0.06 -1.1031
O 4.704576 -0.929633 -1.897516 0.39 -0.81 1.37 -0.3752
C 3.394767 -1.385847 -2.210279 -0.45 0.10 -0.25 -0.3224
C 2.709991 -0.400566 -3.139672 0.01 0.12 -0.20 -1.0531
O 6.511017 -0.964520 -0.516058 -2.18 -0.66 2.71 -0.3350
C 7.447261 -0.766993 0.528008 0.58 0.00 0.26 -0.0254
C 6.853009 -0.981892 1.904562 -0.02 -0.15 0.01 -1.1729
H 4.692666 2.543751 0.069047 -0.06 -0.16 -0.13 0.2576
H 5.648844 3.181667 -1.264520 -0.03 -0.14 -0.04 0.3324
H 6.755443 2.056070 1.351531 -0.01 0.04 0.05 0.2240
H 6.743436 3.754890 0.858607 -0.01 -0.09 -0.03 0.4129
H 7.753660 2.577051 -0.008118 -0.10 0.08 0.00 0.2575
H 2.808073 -1.556198 -1.302970 0.03 0.15 -0.11 0.2868
H 3.491720 -2.353095 -2.711186 0.17 0.05 0.04 0.3547
H 2.729344 0.615503 -2.740909 -0.06 -0.15 0.18 0.2538
H 1.670070 -0.688553 -3.314281 0.06 0.00 0.00 0.3410
H 3.229104 -0.365701 -4.102596 -0.06 -0.10 0.08 0.3277
H 7.897653 0.222531 0.435769 -0.11 0.12 0.01 0.1317
H 8.254265 -1.489590 0.373647 -0.18 -0.02 -0.16 0.3366
H 6.046373 -0.268745 2.106662 0.03 0.13 0.01 0.3414
H 7.618645 -0.859602 2.674610 -0.12 0.02 -0.02 0.3703
H 6.426793 -1.985396 1.987665 0.10 0.05 -0.01 0.3386
```
Positions in Å, forces in eV/Å.


ORCA calculation (wB97M-V/def2-TZVPD) on a 2-piece molecular cluster, C17H35IN4O3P overall in a non-equilibrium geometry.

Kohn-Sham gap ... 4.939 eV
E_HOMO ... -10.019 eV
Multiplicity ... 1
F_max ... 8.17 eV/Å
M ... 501.4 g mol⁻¹
Net charge ... +1

```
61
Properties=species:S:1:pos:R:3:forces:R:3:mulliken_charge:R:1
C -2.747149 -4.497786 1.320035 -0.45 -0.67 0.38 -1.0075
C -1.464854 -5.059345 0.418853 -0.56 0.03 1.93 -0.2134
C -1.022075 -4.039326 -0.794830 1.46 -1.34 -0.23 -0.7279
I -2.616418 -2.563623 -1.307900 1.08 -0.57 0.21 0.1243
C 0.411084 -3.235036 -0.483648 1.91 1.60 1.12 0.5724
C 0.760235 -2.604747 1.024628 1.86 1.17 -1.16 0.0077
O -0.165621 -2.704469 2.186092 1.62 0.74 -3.37 -0.4917
C 2.189955 -1.796506 1.339057 -1.38 -2.01 -4.71 -0.3002
C 3.207584 -1.630457 0.057406 -3.66 -2.01 -0.38 -0.5139
C 2.771557 -2.271061 -1.387166 -1.35 0.47 3.73 -0.0002
N 1.441154 -3.018650 -1.611923 1.34 1.51 3.32 0.3049
C 1.222192 -3.506364 -3.049870 0.59 -0.15 -1.72 -1.0497
C 0.366378 -2.434790 -3.975575 -0.08 1.13 -1.16 0.6439
C 0.866912 -0.878450 -3.840856 0.51 -0.62 0.31 -0.6574
O 0.638992 -2.831872 -5.396725 -0.94 0.63 1.33 -0.5574
H -3.776847 -4.643984 0.734225 2.39 0.47 1.27 0.3351
H -2.629286 -3.379669 1.651207 -0.23 -2.22 -0.86 0.2008
H -2.844339 -5.124027 2.330967 0.37 1.23 -2.32 0.3281
H -1.767644 -6.142213 0.051491 0.73 2.48 0.27 0.3012
H -0.587761 -5.224700 1.207930 -1.66 0.54 -2.00 0.2757
H -0.940333 -4.719545 -1.772570 0.17 1.90 2.14 0.4152
H -0.920618 -2.050429 2.104648 1.25 -0.89 -0.30 0.3013
H 2.391981 -1.397595 2.424943 -0.42 -0.86 -2.45 0.3700
H 4.239418 -1.040179 0.159670 -2.60 -1.55 -0.36 0.3370
H 3.527980 -2.138693 -2.284439 -2.09 -0.54 1.88 0.3480
H 0.791506 -4.605564 -3.097778 0.71 2.47 0.36 0.3673
H 2.298131 -3.572230 -3.562365 -2.37 0.20 1.26 0.3746
H -0.788993 -2.475640 -3.785716 2.24 -0.14 -0.08 -0.0063
H 0.697427 -0.538947 -2.727863 0.33 -0.32 -2.34 -0.1175
H 0.301336 -0.193354 -4.619245 0.95 -1.49 1.82 0.4396
H 2.022731 -0.802127 -4.126432 -2.49 -0.25 0.73 0.2071
H 0.092375 -2.271162 -6.021916 0.82 -0.86 1.38 0.3487
O 1.383983 3.836273 -0.368412 4.05 -2.04 1.71 -0.7905
P 0.845217 3.233260 0.951943 -7.16 3.30 -2.16 0.9981
N -0.265966 2.277480 0.097903 -0.89 -2.07 -0.89 0.2243
C -1.710426 2.297893 0.005167 -0.20 -0.24 0.53 -1.0048
C 0.277130 1.143899 -0.642982 0.27 0.53 -0.04 -1.3796
N 0.166771 4.773068 1.399685 0.79 1.30 0.51 0.1595
C -1.248524 5.110421 1.380340 -0.09 -0.30 0.93 -1.2815
C 0.892284 5.963633 0.891516 0.30 -0.47 -0.13 -1.0204
N 0.225825 2.540009 2.469888 1.52 1.06 0.16 0.0213
C -0.574713 1.349480 2.682443 0.49 -0.85 -0.17 -0.6391
C 0.272826 3.334011 3.699626 1.08 0.07 0.49 -0.9880
H -2.134029 1.355600 0.373617 -0.15 -0.18 -0.10 0.3715
H -2.037581 2.419934 -1.032981 0.13 0.03 -0.04 0.3103
H -2.205829 3.069982 0.579310 0.28 0.12 0.04 0.2786
H 0.682344 0.396890 0.046022 0.10 -0.39 -0.02 0.3619
H 1.080846 1.462627 -1.306220 0.19 0.06 -0.05 0.4986
H -0.469200 0.645429 -1.272736 -0.11 0.26 0.26 0.3176
H -1.640862 5.165355 0.360581 -0.07 -0.07 -0.08 0.3806
H -1.425656 6.089361 1.851422 0.30 -0.18 -0.14 0.4250
H -1.839308 4.414894 1.979837 -0.02 -0.13 -0.17 0.3007
H 0.638068 6.158507 -0.162057 0.15 -0.03 0.17 0.3152
H 1.975091 5.824592 0.968131 -0.28 -0.01 -0.15 0.3116
H 0.649909 6.858349 1.470709 -0.25 -0.23 0.17 0.3439
H -1.648322 1.576678 2.645035 0.18 0.09 -0.13 0.2930
H -0.378595 0.906732 3.666883 0.09 0.25 -0.01 0.4097
H -0.348303 0.548549 1.973522 -0.14 0.27 -0.22 -0.1853
H -0.675980 3.840100 3.871706 -0.11 0.09 -0.10 0.3214
H 1.071507 4.086374 3.673407 -0.43 -0.18 -0.13 0.3148
H 0.474499 2.713163 4.582360 -0.05 -0.13 -0.21 0.3722
```
Positions in Å, forces in eV/Å.


ORCA calculation (wB97M-V/def2-TZVPD) on C17H35K2O13 as an isolated structure in a non-equilibrium geometry.

Kohn-Sham gap (spin up / spin down) ... 7.003 / 4.392 eV
E_HOMO (spin up / spin down) ... -13.924 / -13.924 eV
Multiplicity ... 2
F_max ... 6.17 eV/Å
M ... 525.7 g mol⁻¹
Net charge ... +2

```
67
Properties=species:S:1:pos:R:3:forces:R:3:mulliken_charge:R:1
K -1.867532 -3.648855 1.489006 0.00 0.04 0.33 0.9728
K -2.037998 -2.740650 -3.193971 0.27 0.32 -0.28 0.9667
C 0.637278 -1.682564 -0.339829 0.13 -0.03 -0.48 0.2863
O -0.485974 -2.408272 -0.713731 0.79 1.03 0.52 -0.3177
H 0.538522 -0.918528 0.431270 -1.18 0.18 0.76 0.1297
H 1.310822 -2.332754 0.218452 0.34 -0.55 -0.03 -0.0107
H 1.162168 -1.079171 -1.080451 -0.20 -0.61 -0.79 -0.1080
C -4.840760 4.377555 3.732732 0.47 -0.77 0.63 -0.9808
C -4.081172 3.031635 3.820613 -0.99 0.94 -0.06 -0.2694
O -3.842113 2.710603 2.435832 0.84 -2.06 -1.16 -0.2363
C -3.455791 1.463181 2.160942 1.07 -1.99 1.96 0.7392
O -3.253272 0.509772 2.956624 -0.75 2.71 -1.97 -0.6435
O -3.213608 1.326944 0.830252 0.46 -0.48 -0.08 -0.2807
C -2.583110 0.100733 0.351423 -0.59 1.20 -0.34 -0.4733
H -5.196160 4.639400 4.729343 -0.04 0.07 -0.01 0.3916
H -5.700604 4.279384 3.070063 0.09 0.02 0.03 0.3267
H -4.179942 5.172248 3.386488 -0.12 -0.16 -0.09 0.1065
H -4.691930 2.232554 4.240787 0.04 0.12 0.13 0.4194
H -3.136366 3.105277 4.359147 0.00 -0.01 -0.15 0.2718
H -1.910432 0.398880 -0.452753 0.26 0.35 0.21 -0.0914
H -3.338199 -0.484463 -0.173441 -0.31 -0.33 0.45 0.5377
H -2.023513 -0.467601 1.094340 -0.32 0.26 0.30 0.2207
C 2.505149 -4.676540 1.272263 -0.53 -0.63 -0.77 -1.0919
C 2.423202 -5.378414 -0.103078 -0.42 0.64 1.40 -0.1444
O 3.655727 -5.977608 -0.253700 0.88 -0.40 -0.85 -0.1960
C 3.858180 -6.747512 -1.349391 1.79 -0.58 0.36 0.6197
O 3.035797 -7.023112 -2.175634 0.16 0.04 0.03 -0.5370
O 5.158570 -7.111655 -1.240604 -1.10 1.44 0.33 -0.3237
C 5.798955 -8.107265 -2.027733 -0.81 -0.43 0.00 -0.5975
H 3.125650 -3.781309 1.312575 -0.22 0.08 -0.26 0.2939
H 2.901814 -5.359726 2.023273 -0.18 -0.08 -0.07 0.3835
H 1.447575 -4.503486 1.471482 -0.08 0.60 0.70 0.1682
H 2.164822 -4.670856 -0.890928 0.27 0.10 -0.32 0.2699
H 1.620621 -6.115292 -0.071906 -0.02 -0.24 -0.05 0.3511
H 5.947714 -7.811799 -3.066330 -0.15 0.08 0.08 0.2774
H 5.131542 -8.964671 -1.941049 0.53 -0.43 -0.43 0.3174
H 6.758470 -8.264897 -1.535213 -0.20 -0.13 -0.14 0.2279
C 3.110045 -0.432933 -3.487593 -1.30 1.25 -0.79 -1.0979
C 2.071046 0.750704 -3.340667 2.61 -0.13 0.74 -0.1823
O 0.745731 0.338235 -3.524331 0.39 -2.33 -0.36 -0.3230
C -0.288377 1.054757 -3.230481 0.90 6.07 0.68 0.8330
O -0.285291 2.258404 -2.893728 0.02 -3.23 -0.35 -0.5899
O -1.349304 0.364787 -3.475977 -2.53 -2.78 0.13 -0.2870
C -2.660807 0.970503 -3.390757 0.52 0.86 -0.81 -0.7050
H 2.919000 -1.258660 -2.802190 0.09 0.12 0.06 0.1920
H 4.088327 0.022353 -3.333343 -0.01 -0.20 0.29 0.3800
H 3.113502 -0.796118 -4.515299 -0.09 -0.19 0.05 0.3518
H 2.347984 1.562746 -4.012965 -0.30 -0.09 -0.17 0.4778
H 2.242140 1.126467 -2.331899 -0.50 0.25 0.13 0.1197
H -2.706231 1.655853 -2.544394 -0.13 -0.04 -0.19 0.3524
H -3.447531 0.216088 -3.385111 0.38 -0.34 0.41 0.2272
H -2.778399 1.469880 -4.352466 -0.22 0.51 0.31 0.3107
C 0.840891 2.143976 0.846924 0.42 0.88 -0.61 -0.4086
C 0.304236 3.543752 0.563971 -0.23 0.43 -0.69 -0.4534
O -0.195586 4.062773 1.757194 -1.03 1.20 2.22 -0.2650
C -0.661091 5.342394 1.899385 0.03 2.06 -3.03 0.6755
O -0.530657 6.278832 1.079778 -0.08 -3.02 2.39 -0.5788
O -1.362323 5.395680 3.018175 -0.33 -1.42 1.21 -0.2465
C -1.978429 6.595337 3.463930 0.49 2.34 -1.60 -0.8997
H 0.112512 1.462077 1.285756 -0.15 0.18 0.06 0.0579
H 1.727491 2.220498 1.476352 -0.09 -0.19 0.11 0.4005
H 1.149963 1.800089 -0.140147 0.12 -0.43 -0.03 -0.0698
H -0.505247 3.534515 -0.165936 -0.05 -0.20 -0.18 0.2856
H 1.050869 4.233475 0.170374 0.32 -0.27 -0.09 0.4142
H -1.238095 7.382551 3.321478 0.04 0.16 0.40 0.3322
H -2.402279 6.681591 4.464431 0.63 -1.27 0.16 0.3291
H -2.778194 6.928225 2.802367 -0.13 -0.49 -0.33 0.3917
```
Positions in Å, forces in eV/Å.


no.,energy (Eh)
1,-5226.27614
2,-1751.80009
3,-2846.16192